Below is a structure of composition C5H11NO2S3, with properties calculated with ωB97M-V with the def2-TZVPD basis set.

Positions of all 22 atoms, in Å:
C: -2.7033 0.7258 1.0084
C: 1.2738 2.4031 -0.0469
C: 0.3905 -1.7215 -1.9419
C: 1.7066 -1.5988 1.3340
C: -0.7277 0.6055 -0.9104
N: 0.5096 -1.1502 1.2215
O: 0.2048 0.0323 1.4274
O: -0.4992 -1.9138 0.6706
S: -2.0201 1.6950 -0.4052
S: 0.9179 1.1735 -1.3507
S: -1.1327 -0.9784 -1.2876
H: -3.4975 1.4799 1.4147
H: -1.8704 0.5254 1.6653
H: -3.1715 -0.1355 0.6247
H: 2.3413 2.6802 -0.0683
H: 0.9756 1.8465 0.8064
H: 0.8594 3.2986 -0.4023
H: 0.3433 -1.7400 -2.9358
H: 0.5066 -2.7985 -1.5935
H: 1.2163 -1.1390 -1.6285
H: 2.4412 -0.8622 1.6127
H: 1.9353 -2.4278 0.7855

Atoms 1-2, force components in eV/Å:
-1.0 2.9 0.1
1.3 -0.7 -1.6

Max |F| = 4.338 eV Å⁻¹
LUMO (spin up / spin down) = -0.7 / -0.7 eV
E_HOMO (spin up / spin down) = -7.63 / -7.63 eV
Energy above the lowest of the compared OMol25 structures with the same formula, charge and spin = 0.165 eV
Net charge = 0

***

Below is a cluster of 2 separate species, C5H11NO3 in total, with properties calculated with ωB97M-V with the def2-TZVPD basis set.

Positions of all 20 atoms, in Å:
C: 2.3722 -0.1855 -2.3348
N: 1.8591 0.7064 -1.3133
C: 1.9358 2.0580 -1.4620
C: 1.3607 2.8652 -0.3174
O: 2.4387 2.5670 -2.4593
H: 2.2101 -1.2289 -2.0157
H: 3.4530 -0.0287 -2.4892
H: 1.8530 -0.0265 -3.2948
H: 1.4326 0.3205 -0.4673
H: 1.8882 2.6452 0.6259
H: 1.4756 3.9388 -0.5427
H: 0.2882 2.6475 -0.1797
C: -3.1410 -1.9436 1.0710
O: -3.5061 -2.2696 2.4172
C: -2.4966 -2.1792 3.2990
O: -1.3617 -1.8576 3.0417
H: -4.0472 -2.0552 0.4521
H: -2.3628 -2.6207 0.6805
H: -2.7803 -0.9050 0.9827
H: -2.8717 -2.4479 4.3063

Atoms 1-2, force components in eV/Å:
0.1 -0.4 -0.2
-0.3 -0.1 0.6

Max |F| = 0.937 eV Å⁻¹
LUMO = 0.4 eV
E_HOMO = -9.64 eV
Energy above the lowest of the compared OMol25 structures with the same formula, charge and spin = 0.786 eV
Net charge = 0
Structure (SMILES) = CNC(C)=O.COC=O

***

Below is a cluster of 3 separate species, C5H11NO3 in total, with properties calculated with ωB97M-V with the def2-TZVPD basis set.

Positions of all 20 atoms, in Å:
C: -0.7853 -1.0693 0.4706
C: 1.6832 0.6363 -0.1011
C: -2.0445 -1.7238 -0.0200
C: 2.9582 -0.0229 0.2692
C: -1.5734 1.2248 -0.3267
N: 1.0122 1.4469 0.6459
O: 0.3105 -1.2700 -0.0571
O: -1.2433 1.2301 -1.6704
O: -2.7093 1.4344 0.0180
H: -2.0463 1.4350 -2.1866
H: -0.8410 -0.6359 1.4823
H: 1.3310 0.5724 -1.1241
H: 1.2862 1.5215 1.6206
H: -0.1510 1.5217 0.3298
H: -2.0064 -1.8626 -1.0985
H: -2.1146 -2.7084 0.4505
H: -2.9212 -1.1476 0.2673
H: 2.9191 -1.0671 -0.0401
H: 3.7826 0.4520 -0.2699
H: 3.1534 0.0326 1.3404

Atoms 1-2, force components in eV/Å:
1.0 -1.2 -0.1
-0.1 1.0 0.4

Max |F| = 1.586 eV Å⁻¹
LUMO = 0.6 eV
E_HOMO = -7.62 eV
Energy above the lowest of the compared OMol25 structures with the same formula, charge and spin = 3.383 eV
Net charge = 0

***

Below is the ion C5H11NO3P with charge -1, with properties calculated with ωB97M-V with the def2-TZVPD basis set.

Positions of all 21 atoms, in Å:
C: 0.4663 2.8553 -0.2195
C: 0.5236 1.5675 0.1928
C: 0.0627 -1.4736 1.0677
C: -1.2692 -0.8816 -0.8914
C: 1.1207 0.4495 -0.4548
N: 0.0791 -0.9721 -0.2331
O: 3.0330 -1.2967 -1.0168
O: 2.7998 -0.6140 1.4902
O: 3.7063 1.0387 -0.3086
P: 2.7519 -0.0640 0.0530
H: 0.1241 3.5748 0.4643
H: 0.8190 3.3815 -1.0345
H: 0.3059 1.3203 1.2700
H: -0.6166 -0.9882 1.7271
H: -0.2082 -2.5377 1.1110
H: 1.0324 -1.2865 1.4269
H: -2.0135 -0.3750 -0.2959
H: -1.0999 -0.3728 -1.9810
H: -1.6561 -1.9425 -0.9477
H: 1.1263 0.5095 -1.4984
H: 3.8684 -1.7046 -0.8415

Atoms 1-2, force components in eV/Å:
-1.3 0.9 0.6
0.4 -2.7 1.6

2S+1 = 3
Max |F| = 3.937 eV Å⁻¹
LUMO (spin up / spin down) = 3.4 / 1.4 eV
Expectation value of S² = 2.0161
E_HOMO (spin up / spin down) = -0.49 / -4.59 eV
Net charge = -1

***

Below is a cluster of 2 separate species, C5H11NO3S in total, with properties calculated with ωB97M-V with the def2-TZVPD basis set.

Positions of all 21 atoms, in Å:
C: 0.5055 -0.4555 -0.8531
C: -1.4309 0.7508 -1.8608
C: -1.7091 -1.4116 -0.4508
C: 2.4563 1.4408 1.7735
C: -0.9394 -0.3436 -0.9801
N: 1.5538 0.4137 2.2838
O: 1.1776 -1.4291 -0.4785
O: -0.5601 1.7500 1.6295
O: -0.7443 -0.6381 2.2695
S: 0.0040 0.4068 1.5506
H: 0.9894 0.4197 -1.3226
H: -2.5257 1.0155 -2.0074
H: -1.0534 0.7442 -2.9712
H: -1.0576 1.7742 -1.5563
H: -2.7597 -1.3873 -0.9640
H: -1.8346 -1.1372 0.6203
H: -1.2253 -2.3484 -0.4763
H: 1.9599 2.3851 1.3996
H: 3.1049 1.6824 2.6786
H: 3.0942 0.9927 0.9863
H: 1.9698 -0.2836 2.8580

Atoms 1-2, force components in eV/Å:
1.5 -0.6 -0.6
-0.5 2.7 -1.8

Max |F| = 4.088 eV Å⁻¹
LUMO (spin up / spin down) = -2.0 / -1.4 eV
E_HOMO (spin up / spin down) = -8.64 / -9.07 eV
Energy above the lowest of the compared OMol25 structures with the same formula, charge and spin = 4.088 eV
Net charge = 0

***

Below is a structure of composition C5H11NO4, with properties calculated with ωB97M-V with the def2-TZVPD basis set.

Positions of all 21 atoms, in Å:
C: -0.2281 0.1912 1.9537
C: 2.3520 0.2143 0.8523
C: 1.3472 -0.8133 0.3965
O: 0.1495 -0.8316 1.0201
O: 1.5818 -1.6711 -0.4189
H: -1.2454 -0.0396 2.2600
H: -0.2508 1.1735 1.4808
H: 0.4271 0.1805 2.8264
H: 2.6058 0.0368 1.9000
H: 3.2385 0.1147 0.2324
H: 1.9253 1.2141 0.7780
C: -1.3143 -1.4245 -1.7832
C: -2.0629 -1.3438 -0.6435
N: -0.6116 2.2340 -0.9903
O: -1.1364 0.9213 -1.0777
O: -2.7149 -1.4225 0.2953
H: 0.3306 2.2364 -1.3778
H: -1.1773 2.8302 -1.5963
H: -0.9881 -0.0848 -1.8519
H: -0.3548 -1.9141 -1.6222
H: -1.8731 -1.8018 -2.6336

Atoms 1-2, force components in eV/Å:
0.0 0.1 -0.1
-0.2 -0.1 -0.2

Max |F| = 1.735 eV Å⁻¹
LUMO = 0.8 eV
E_HOMO = -7.84 eV
Energy above the lowest of the compared OMol25 structures with the same formula, charge and spin = 5.366 eV
Net charge = 0

***

Below is a structure of composition C5H11NO4P, with properties calculated with ωB97M-V with the def2-TZVPD basis set.

Positions of all 22 atoms, in Å:
C: 2.8309 -0.9374 0.1734
C: 4.0279 1.0287 -0.6192
C: 2.7306 0.5341 -0.0367
C: -4.6670 0.3751 -0.0697
C: -3.2079 0.9343 -0.0160
N: 3.8515 -1.6764 0.4108
O: -0.3351 -1.8078 1.3011
O: -2.3994 -0.7244 0.4434
O: -4.8007 -0.6480 -1.0470
O: -2.8842 1.7381 0.8689
P: -0.8323 -0.6120 0.6269
H: 4.7630 0.2224 -0.4636
H: 4.3433 2.0346 -0.2819
H: 3.8723 1.0693 -1.6593
H: 1.7466 0.7503 -0.5905
H: 2.4647 0.9728 0.9497
H: -5.3661 1.1349 -0.1163
H: -4.8203 -0.1089 0.8901
H: -2.5344 1.0022 -0.9479
H: 1.7973 -1.3475 0.3559
H: 3.5325 -2.7062 0.6200
H: -4.1132 -1.2282 -0.7921

Atoms 1-2, force components in eV/Å:
-2.3 -1.8 1.8
0.3 0.4 0.5

Max |F| = 3.645 eV Å⁻¹
LUMO = 3.4 eV
E_HOMO = -4.96 eV
Energy above the lowest of the compared OMol25 structures with the same formula, charge and spin = 3.637 eV
Net charge = -1

***

Below is an isolated molecule of C5H11NOS, with properties calculated with ωB97M-V with the def2-TZVPD basis set.

Positions of all 19 atoms, in Å:
C: -3.5381 -0.7015 -0.1377
O: -2.3812 0.1542 -0.1872
C: -1.2519 -0.5167 0.2563
C: -0.0913 0.1015 0.2342
C: 0.0300 1.4532 -0.4498
N: 1.1010 2.2133 0.2706
C: 1.2384 -0.6056 0.8345
S: 2.4395 -1.1204 -0.3900
H: -3.6705 -1.1816 0.8985
H: -4.3407 -0.1018 -0.4607
H: -3.3688 -1.5404 -0.8449
H: -1.3947 -1.4564 0.7624
H: 0.4200 1.1451 -1.4293
H: -0.8965 1.9074 -0.5848
H: 1.3933 2.9562 -0.3312
H: 0.6026 2.6621 1.1038
H: 0.9440 -1.6090 1.3311
H: 1.5766 -0.0604 1.6918
H: 2.7224 0.0928 -0.7177

Atoms 1-2, force components in eV/Å:
1.7 -1.5 0.8
-0.3 -1.3 0.5

Max |F| = 3.911 eV Å⁻¹
LUMO = 0.9 eV
E_HOMO = -8.44 eV
Energy above the lowest of the compared OMol25 structures with the same formula, charge and spin = 2.782 eV
Net charge = 0
Structure (SMILES) = CO/C=C(\CN)CS

***

Below is an isolated molecule of C5H11NOS, with properties calculated with ωB97M-V with the def2-TZVPD basis set.

Positions of all 19 atoms, in Å:
C: -1.6247 -1.5328 -1.8475
C: -1.3745 -0.8303 -0.4754
C: -0.8746 0.5762 -0.6889
O: -1.0021 1.1407 -1.7630
N: -0.3524 1.2903 0.3743
C: 0.3552 0.6540 1.4642
C: 1.7649 0.2066 1.0982
S: 2.7840 1.6702 0.6061
H: -2.4934 -1.0611 -2.2919
H: -0.6851 -1.3470 -2.3613
H: -1.8041 -2.6016 -1.7627
H: -0.5112 -1.3274 -0.0157
H: -2.3040 -0.7708 0.0905
H: -0.0243 2.2123 0.1555
H: -0.2043 -0.2001 1.8476
H: 0.5171 1.3753 2.2740
H: 1.7544 -0.3259 0.1397
H: 2.2098 -0.4402 1.8487
H: 3.8691 1.3116 1.3077

Atoms 1-2, force components in eV/Å:
0.4 0.8 1.3
0.6 -0.5 -0.9

Max |F| = 1.751 eV Å⁻¹
LUMO = 0.7 eV
E_HOMO = -9.32 eV
Energy above the lowest of the compared OMol25 structures with the same formula, charge and spin = 0.865 eV
Net charge = 0
Structure (SMILES) = CCC(=O)NCCS

***

Below is a cluster of 2 separate species, C5H11NOS in total, with properties calculated with ωB97M-V with the def2-TZVPD basis set.

Positions of all 19 atoms, in Å:
C: -2.0449 1.8074 0.0045
C: -1.3795 0.6988 -0.8052
C: -1.1165 -0.4938 0.0089
C: -1.1835 -1.1459 1.1313
C: -0.6492 -1.9193 -0.0390
H: -2.9469 1.4368 0.4844
H: -2.3159 2.6380 -0.6438
H: -1.3731 2.1755 0.7751
H: -0.4362 1.0524 -1.2315
H: -2.0255 0.4079 -1.6416
H: -1.4103 -1.1980 2.1674
H: 0.4127 -2.1338 -0.1066
H: -1.2683 -2.6753 -0.5165
N: 3.4766 -0.7795 -0.3768
S: 2.1357 0.2369 -0.3470
O: 2.5434 1.3079 0.8447
H: 4.0733 -0.6491 -1.1811
H: 3.2496 -1.7497 -0.2321
H: 2.2588 0.9827 1.7050

Atoms 1-2, force components in eV/Å:
0.1 0.0 -0.2
-0.2 0.3 0.1

Max |F| = 1.109 eV Å⁻¹
LUMO = 0.7 eV
E_HOMO = -8.77 eV
Energy above the lowest of the compared OMol25 structures with the same formula, charge and spin = 4.018 eV
Net charge = 0
Structure (SMILES) = CCC1=CC1.NSO

***

What is the max |F| in the sixth record? 1.735 eV Å⁻¹